{
  "formula": "C25H28N4O7",
  "method": "ωB97M-V with the def2-TZVPD basis set",
  "multiplicity": 1,
  "homo_lumo_gap_ev": 8.04,
  "homo_ev": -8.60,
  "energy_ha": -1715.10897,
  "symbols": ["C", "O", "C", "C", "H", "N", "C", "C", "C", "H", "C", "N", "C", "H", "C", "H", "O", "C", "H", "O", "C", "C", "H", "H", "H", "C", "C", "C", "H", "N", "H", "C", "C", "H", "C", "C", "C", "H", "H", "H", "H", "O", "C", "H", "C", "H", "C", "H", "C", "H", "C", "H", "H", "O", "O", "H", "N", "H", "H", "O", "H", "H", "H", "H"],
  "positions_angstrom": [[-7.545, 0.830, 0.514], [-6.138, 1.005, 0.327], [-5.472, 0.012, -0.269], [-7.840, 0.007, 1.760], [0.887, 6.034, -0.377], [3.448, 6.187, 0.224], [-1.828, -0.066, -1.515], [1.327, 5.057, -0.242], [3.757, -3.071, -0.787], [-1.601, 1.009, -1.536], [3.841, -2.828, 1.611], [-1.289, -0.701, -0.325], [2.688, 4.974, 0.081], [3.035, -0.998, 2.368], [-3.336, -0.322, 0.925], [-7.438, -0.997, 1.644], [2.868, 7.239, 0.047], [-3.988, 0.312, -0.310], [5.861, -4.720, 2.177], [4.347, 1.088, 0.583], [2.560, 2.587, 0.126], [3.231, -1.592, 1.488], [-1.610, 0.976, 0.933], [-8.914, -0.059, 1.908], [-1.362, -0.590, 1.743], [-3.339, -0.275, -1.561], [5.123, -5.353, 1.676], [0.983, 0.379, -0.182], [4.276, -5.530, 2.346], [0.435, 1.534, -0.338], [2.598, -2.893, -3.363], [0.139, -0.869, -0.320], [3.185, 1.278, 0.308], [0.426, -1.359, -1.256], [4.110, -3.572, 0.469], [3.099, -1.923, -3.288], [-1.827, -0.103, 0.882], [3.994, -3.678, -1.645], [-3.543, -1.393, 0.922], [-7.388, 0.471, 2.633], [4.180, -2.061, -3.382], [-5.989, -0.989, -0.690], [1.191, 2.657, -0.199], [-3.851, 1.396, -0.273], [0.587, 3.912, -0.380], [-0.461, 3.947, -0.629], [3.308, 3.752, 0.265], [4.109, -3.185, 2.591], [3.146, -1.837, -0.912], [0.402, -1.547, 0.501], [2.871, -1.098, 0.251], [-1.368, -0.532, -2.390], [-3.748, 0.115, 1.836], [4.622, 6.088, 0.512], [4.705, -4.789, 0.454], [4.357, 3.692, 0.513], [2.298, 0.204, 0.133], [2.747, -1.270, -4.084], [-7.959, 0.337, -0.372], [2.769, -1.266, -2.086], [5.582, -6.306, 1.417], [-7.948, 1.840, 0.603], [-3.564, -1.341, -1.602], [-3.748, 0.197, -2.456]]
}